{
  "formula": "C21H22BrN2O12",
  "method": "ωB97M-V/def2-TZVPD",
  "max_force_ha_per_bohr": 0.023,
  "e_homo_ev": -4.39,
  "molar_mass_g_mol": 574.3,
  "charge": -1,
  "spin_multiplicity": 1,
  "lumo_energy_ev": -0.3,
  "symbols": ["C", "C", "O", "N", "C", "C", "O", "N", "C", "C", "C", "Br", "C", "C", "O", "O", "H", "H", "H", "H", "H", "H", "H", "H", "H", "H", "H", "H", "H", "H", "C", "C", "C", "O", "C", "C", "C", "O", "O", "O", "H", "H", "H", "H", "C", "C", "C", "O", "C", "C", "C", "O", "O", "O", "H", "H", "H", "H"],
  "coordinates": [[-2.0482, -0.4997, 0.8390], [-0.8312, -0.2465, -0.0107], [0.2553, -0.5343, 0.4228], [-0.9469, 0.3451, -1.3290], [-1.8978, 1.3622, -1.4622], [-1.8790, 2.4217, -0.3858], [-2.6261, 1.4852, -2.3941], [-0.9660, -0.6438, -2.3694], [0.3381, -1.2289, -2.5991], [0.5965, -1.3682, -4.1201], [1.8417, -0.6067, -4.5564], [1.5898, 0.2672, -6.2997], [-2.0194, -1.6630, -2.2489], [-2.5788, -2.1123, -3.6425], [-2.7124, -3.3573, -3.7379], [-2.8310, -1.2157, -4.4821], [-1.9059, -1.3992, 1.4207], [-2.9804, -0.5175, 0.2854], [-2.1174, 0.3179, 1.5519], [-2.9074, 2.6868, -0.1664], [-1.4058, 2.1101, 0.5389], [-1.3494, 3.2917, -0.7597], [1.1243, -0.6176, -2.1657], [0.4319, -2.2124, -2.1292], [0.6365, -2.4103, -4.4198], [-0.2620, -0.9199, -4.6124], [2.0806, 0.2033, -3.8791], [2.7044, -1.2458, -4.6981], [-1.6166, -2.5782, -1.8115], [-2.8609, -1.2784, -1.6871], [5.0531, 2.1172, -1.3436], [4.2137, 1.1554, -0.9268], [4.4991, -0.3057, -1.1671], [3.6902, -1.0934, -0.7268], [5.6992, -0.6701, -1.9017], [6.5283, 0.2939, -2.3195], [6.2614, 1.7521, -2.0521], [7.0886, 2.5517, -2.4564], [7.6474, 0.0567, -2.9949], [3.0850, 1.4025, -0.2857], [4.8620, 3.1675, -1.1766], [5.8831, -1.7191, -2.0851], [8.0443, 0.9330, -3.1645], [2.6469, 0.5407, -0.1139], [-4.1452, 0.2262, 4.7045], [-4.6459, 0.8468, 5.7808], [-3.9565, 0.8077, 7.1195], [-4.4791, 1.4158, 8.0361], [-2.7238, 0.0540, 7.2417], [-2.2222, -0.5694, 6.1662], [-2.9009, -0.5125, 4.8221], [-2.3634, -1.0962, 3.9017], [-1.1037, -1.2770, 6.1886], [-5.7754, 1.5416, 5.7639], [-4.6316, 0.2494, 3.7393], [-2.2443, 0.0211, 8.2095], [-0.9713, -1.6080, 5.2779], [-5.8954, 1.8829, 6.6709]],
  "forces_ev_per_a": [[-0.20, 0.34, -0.17], [0.40, 0.16, 0.14], [0.37, -0.10, -0.15], [-0.45, -0.70, 0.35], [0.52, 0.21, 0.29], [0.02, -0.25, 0.50], [-0.63, 0.02, -0.98], [-0.19, 0.43, 0.72], [0.44, -0.23, -0.65], [-0.15, 0.46, 0.16], [-0.17, -0.21, -0.25], [0.14, -0.06, 0.02], [0.28, 0.03, -0.72], [-0.20, 0.09, -0.96], [-0.02, 0.32, 0.13], [0.29, -0.64, 0.73], [0.01, -0.21, -0.04], [-0.04, -0.12, -0.12], [0.02, 0.09, 0.16], [-0.12, 0.16, -0.05], [0.22, 0.03, 0.10], [0.03, 0.10, -0.13], [-0.13, 0.26, 0.19], [-0.10, -0.07, 0.18], [0.07, -0.11, -0.12], [-0.22, -0.11, -0.04], [0.04, 0.13, 0.06], [0.18, 0.00, 0.08], [-0.07, -0.02, 0.45], [-0.10, 0.12, 0.07], [0.15, 0.11, -0.05], [-0.12, 0.28, 0.01], [0.14, -0.02, -0.14], [-0.10, -0.24, 0.05], [-0.09, -0.11, 0.07], [-0.01, -0.23, -0.03], [-0.31, 0.21, 0.18], [0.15, -0.07, -0.09], [0.03, 0.06, 0.01], [0.09, -0.15, -0.02], [-0.03, 0.00, 0.01], [0.02, 0.00, -0.02], [-0.01, 0.06, 0.00], [-0.10, 0.00, -0.01], [0.06, -0.07, -0.12], [-0.06, -0.02, -0.23], [0.31, -0.16, 0.14], [-0.15, 0.07, -0.04], [-0.07, 0.08, 0.13], [0.09, 0.02, 0.23], [-0.32, 0.15, -0.14], [0.11, -0.12, 0.14], [-0.02, -0.01, -0.09], [0.01, 0.02, 0.08], [-0.01, 0.02, 0.01], [0.02, -0.01, -0.01], [0.00, 0.01, -0.04], [0.02, 0.01, 0.04]]
}